*A*
Below is the ion H3O4PSi with charge -2, with properties calculated with the ωB97M-V functional and the def2-TZVPD basis.

Output
structure (SMILES): O=[P@@]([O-])(O)[SiH2][O-]
LUMO energy: 7.06 eV
net charge: -2

Geometry (Å):
O 1.990 -0.761 1.411
O 2.484 1.210 0.012
O 2.292 -1.169 -1.157
O -1.334 -1.162 0.377
Si -0.544 0.017 -0.123
P 1.700 -0.056 -0.060
H 1.749 -1.595 1.662
H -0.804 1.112 0.893
H -0.723 0.444 -1.581



*B*
Below is a structure of composition H3O4PSi, with properties calculated with the ωB97M-V functional and the def2-TZVPD basis.

Output
LUMO energy: 7.11 eV
net charge: -2

Geometry (Å):
O -1.185 0.914 -1.259
O -1.898 1.168 1.190
O -1.962 -1.163 0.131
O 1.574 -1.721 0.310
Si 1.299 -0.279 -0.155
P -1.445 0.235 0.072
H 2.595 0.472 0.474
H 0.989 0.260 -1.524
H 0.033 0.112 0.760



Which structure is the least stable? The one labeled *B*.



*A*
Below is an isolated molecule of C2H3OPS, with properties calculated with the ωB97M-V functional and the def2-TZVPD basis.

Output
structure (SMILES): C1=PSOC1
LUMO energy: 0.01 eV

Geometry (Å):
C 1.194 -0.294 -0.068
C -0.147 0.187 -0.665
O -0.117 0.048 -2.097
P 2.579 -0.043 -0.934
S 1.187 0.831 -2.691
H 1.006 -0.494 0.998
H -0.981 -0.425 -0.161
H -0.089 1.249 -0.187



*B*
Below is an isolated molecule of C2H3OPS, with properties calculated with the ωB97M-V functional and the def2-TZVPD basis.

Output
LUMO energy (spin up / spin down): -0.41 / -0.41 eV

Geometry (Å):
C 2.461 0.226 -0.313
C -1.619 -0.034 0.140
O 3.288 0.942 -0.675
P -0.004 0.465 0.792
S 1.503 -1.029 -0.063
H -2.416 0.278 0.826
H -1.862 0.220 -0.851
H -1.351 -1.068 0.143



Which structure is the least stable? The one labeled *B*.